Record 1
Molecular formula: C38H25Cl3KN7OS3
Method: DFT, ωB97M-V/def2-TZVPD

```
78
Properties=species:S:1:pos:R:3:mulliken_charge:R:1
K -0.3448 0.0032 0.2482 0.906
C 1.2747 -3.9721 1.6420 -0.808
C 0.5980 -2.8485 1.1232 0.006
N 1.1957 -1.9497 0.3828 -0.150
C 2.5185 -2.0480 0.1148 0.070
C 3.2829 -3.1265 0.6093 1.591
C 2.6064 -4.1047 1.3750 -0.670
C 4.6841 -3.1669 0.3905 -0.891
C 5.2737 -2.1188 -0.2561 -1.166
C 4.5331 -1.0329 -0.7608 -0.664
C 3.1410 -0.9602 -0.6466 -0.130
N 2.2966 0.0152 -1.0576 0.298
C 2.5654 1.0388 -1.8675 -0.065
C 3.7160 1.3178 -2.6379 -0.764
C 3.8555 2.5058 -3.3694 -0.802
C 2.8971 3.4868 -3.3906 -0.725
C 1.6648 3.2289 -2.7344 1.899
C 0.5680 4.1213 -2.7856 -1.031
C -0.6343 3.7743 -2.2344 -0.715
C -0.7461 2.5104 -1.6223 -0.309
N 0.2678 1.6902 -1.5120 -0.263
C 1.4717 2.0145 -2.0342 0.023
H 0.7404 -4.6938 2.2458 0.411
H -0.4597 -2.6848 1.3371 0.224
H 3.1724 -4.9451 1.7643 0.364
H 5.2637 -4.0018 0.7672 0.343
H 6.3508 -2.1135 -0.3903 0.341
H 5.0789 -0.2186 -1.2075 0.355
H 4.5047 0.5872 -2.7075 0.483
H 4.7744 2.6554 -3.9299 0.267
H 3.0350 4.4096 -3.9420 0.325
H 0.6935 5.0719 -3.2951 0.390
H -1.4916 4.4333 -2.2830 0.431
H -1.6997 2.1618 -1.2236 0.421
S -2.5231 -0.4889 2.4116 -0.406
C -3.8548 -1.2836 1.6155 0.207
C -4.8895 -1.7497 2.5018 -0.046
N -5.7001 -2.1025 3.2455 -0.627
C -4.0237 -1.4994 0.2698 0.296
S -2.9629 -1.0531 -1.0347 -0.420
C -5.2256 -2.1791 -0.1454 -0.029
N -6.1765 -2.7194 -0.5164 -0.615
Cl 7.5031 3.8133 -2.1101 -0.258
C 6.3731 4.2704 -0.8705 0.333
C 5.0225 4.0422 -1.0513 -0.522
C 4.1456 4.4183 -0.0456 1.394
C 4.5766 5.0003 1.1429 -0.365
C 3.6349 5.3582 2.2772 0.306
C 2.1382 5.4065 1.8861 -1.734
N 1.3937 4.1884 2.0804 0.513
C 0.6925 3.8101 3.2084 -0.390
C 0.1715 2.5798 2.9310 -0.937
N 0.5692 2.1824 1.6766 0.509
C 1.2741 3.1650 1.1978 0.182
O 3.8519 4.5607 3.4323 -0.423
C 4.1856 3.1890 3.2117 0.003
C 3.6072 2.3486 4.3045 -0.545
C 3.2669 1.0422 4.1436 0.812
Cl 3.4392 0.1190 2.7145 0.067
S 2.5555 0.3625 5.5486 -0.199
C 2.7410 1.8417 6.3946 -0.371
C 3.3103 2.8034 5.6218 -1.152
C 5.9491 5.2185 1.2731 0.318
Cl 6.5996 5.9628 2.7098 -0.234
C 6.8517 4.8635 0.2865 -0.680
H 4.6450 3.5668 -1.9473 -0.294
H 3.0934 4.2274 -0.2103 -0.429
H 3.8923 6.3725 2.5978 0.761
H 2.0337 5.7108 0.8437 0.495
H 1.6636 6.1775 2.4935 0.463
H 0.6330 4.4466 4.0736 0.400
H -0.4646 1.9552 3.5380 0.449
H 1.7024 3.1840 0.2060 -0.789
H 5.2793 3.0942 3.1904 0.444
H 3.8096 2.8305 2.2518 0.237
H 2.3971 1.9232 7.4126 0.419
H 3.4907 3.8177 5.9460 0.416
H 7.9081 5.0424 0.4221 0.449
```

Results
Energy above the lowest of the compared OMol25 structures with the same formula, charge and spin (kJ/mol): 72.6
HOMO energy (eV): -0.570
Net charge: -2
Max |F| (hartree/bohr): 0.0154

Record 2
Molecular formula: C38H26Cl5IrO4P2S
Method: DFT, ωB97M-V/def2-TZVPD

```
77
Properties=species:S:1:pos:R:3:mulliken_charge:R:1
Ir 0.7074 0.2945 0.8468 2.441
O -0.0576 3.5454 -0.2553 -0.639
C 0.2953 3.1369 0.8264 -0.168
O 1.2259 2.2201 1.0201 -0.746
C -0.2437 3.7348 2.1032 0.946
C -0.3510 5.1194 2.1735 -0.801
C -0.7510 5.7552 3.3370 -0.667
C -1.0742 4.9958 4.4520 -0.540
C -1.0173 3.6130 4.3905 -0.500
C -0.6048 2.9828 3.2246 0.464
S -1.2052 0.7707 1.9376 -0.499
H -0.0978 5.6886 1.2884 0.464
H -0.8130 6.8346 3.3731 0.396
H -1.3925 5.4780 5.3675 0.397
H -1.3006 3.0007 5.2366 0.453
Cl -2.5853 0.5669 -0.8830 -0.149
C -1.0908 0.5600 -1.7408 0.730
C 0.1163 0.4238 -1.0576 -1.360
C 1.2402 0.3051 -1.8537 0.881
Cl 2.6818 0.0348 -0.8980 -0.201
C 1.2668 0.3629 -3.2307 -0.260
Cl 2.7485 0.2065 -4.0870 -0.211
C 0.0519 0.5376 -3.8851 0.617
Cl 0.0099 0.6015 -5.6036 -0.201
C -1.1219 0.6210 -3.1374 0.002
Cl -2.6275 0.7716 -3.9590 -0.201
O 0.4103 -1.7766 0.8076 -0.499
P -0.1415 -2.5074 2.0153 1.067
C 0.3604 -1.6284 3.5116 -2.065
P 1.7633 -0.5065 3.0370 0.577
O -0.5889 1.5989 3.2724 -0.352
C 3.1147 -1.7205 2.8061 0.697
C 4.0639 -1.4892 1.8174 -0.687
C 5.0954 -2.3936 1.5961 -0.877
C 5.1856 -3.5383 2.3707 -0.539
C 4.2607 -3.7657 3.3831 -0.808
C 3.2379 -2.8602 3.6031 -0.036
C 2.2294 0.2260 4.6551 0.594
C 3.5657 0.2746 5.0434 -0.732
C 3.9301 0.8608 6.2472 -0.694
C 2.9642 1.4034 7.0783 -0.573
C 1.6300 1.3637 6.6982 -0.857
C 1.2634 0.7879 5.4928 -0.226
C -1.9236 -2.6731 1.9889 0.991
C -2.6782 -2.7728 3.1553 -0.520
C -4.0535 -2.9206 3.0738 -0.802
C -4.6731 -2.9586 1.8323 -0.451
C -3.9237 -2.8476 0.6699 -0.781
C -2.5469 -2.7086 0.7446 -0.756
C 0.5812 -4.1491 2.0378 0.295
C 0.1154 -5.1268 2.9154 -0.780
C 0.7393 -6.3624 2.9637 -0.678
C 1.8214 -6.6236 2.1318 -0.539
C 2.2795 -5.6537 1.2526 -0.565
C 1.6644 -4.4117 1.2059 -0.345
H 0.5960 -2.3006 4.3343 0.887
H -0.4677 -0.9746 3.7939 1.012
H 4.0085 -0.5785 1.2349 0.693
H 5.8264 -2.1991 0.8223 0.460
H 5.9842 -4.2484 2.1987 0.411
H 4.3374 -4.6519 3.9999 0.468
H 2.5356 -3.0434 4.4063 0.355
H 4.3312 -0.1515 4.4073 0.391
H 4.9735 0.8914 6.5326 0.409
H 3.2485 1.8601 8.0173 0.387
H 0.8706 1.7921 7.3397 0.406
H 0.2236 0.7959 5.1983 0.256
H -2.2003 -2.7161 4.1260 0.410
H -4.6438 -2.9915 3.9778 0.406
H -5.7484 -3.0647 1.7718 0.410
H -4.4113 -2.8566 -0.2962 0.446
H -1.9575 -2.5956 -0.1541 0.421
H -0.7409 -4.9306 3.5491 0.414
H 0.3786 -7.1241 3.6421 0.429
H 2.3058 -7.5908 2.1677 0.409
H 3.1211 -5.8606 0.6045 0.445
H 2.0200 -3.6396 0.5341 0.375
```

Results
Energy above the lowest of the compared OMol25 structures with the same formula, charge and spin (kJ/mol): 105.5
HOMO energy (eV): -7.635
Net charge: 0
Max |F| (hartree/bohr): 0.0269

Record 3
Molecular formula: C38H26ClCo2O6P
Method: DFT, ωB97M-V/def2-TZVPD

```
74
Properties=species:S:1:pos:R:3:mulliken_charge:R:1
Cl 9.4902 -3.1101 -1.8638 -0.314
C 7.8409 -2.6878 -1.8916 0.433
C 6.8443 -3.6897 -1.9128 -0.453
C 5.4944 -3.3531 -1.9309 -0.477
C 5.0140 -1.9559 -1.9124 -0.497
O 3.8126 -1.5711 -1.8902 -0.432
C 6.1083 -0.9727 -1.9150 -0.111
C 7.4511 -1.3277 -1.8983 -0.474
H 7.1502 -4.7323 -1.9127 0.304
H 4.7397 -4.1386 -1.9539 0.317
H 5.7841 0.0704 -1.9281 0.371
H 8.2175 -0.5582 -1.8890 0.313
O 3.5772 1.3573 0.5873 -0.402
C 2.4430 1.0912 0.5686 -0.143
Co 0.7050 0.8763 0.4147 0.164
C 0.9127 -0.3664 -0.8322 0.243
O 1.2029 -1.1648 -1.6186 -0.345
C 0.6541 -0.1563 1.8826 0.849
O 0.8362 -0.7363 2.8624 -0.501
C -0.3332 2.3769 0.3138 -1.173
C 0.6895 2.3264 -0.6217 2.026
C 1.4465 3.0426 -1.4876 -1.399
C 1.9809 2.5505 -2.7180 1.119
C 3.1496 3.1823 -3.2482 -1.002
C 3.9682 2.4920 -4.1354 -0.340
C 3.6192 1.1917 -4.5524 -0.526
C 2.3776 0.6705 -4.1838 -0.051
C 1.5020 1.4128 -3.3998 -0.361
Co -1.5749 1.2436 -0.4810 0.231
C -1.6644 0.1988 -1.8340 0.217
O -1.8756 -0.4419 -2.7831 -0.561
C -2.6500 2.6004 -0.5989 -0.169
O -3.3003 3.5594 -0.6480 -0.537
P -2.4993 0.1814 1.0649 1.526
C -2.2709 -1.6297 1.3159 0.157
C -2.9985 -2.4040 2.2308 -0.379
C -2.7039 -3.7659 2.3599 -0.743
C -1.7231 -4.3552 1.5503 -0.513
C -1.0510 -3.5949 0.5934 -0.841
C -1.3393 -2.2400 0.4857 0.126
C -2.3017 0.8699 2.7524 0.322
C -1.9511 0.1029 3.8673 -0.799
C -1.6047 0.7423 5.0569 -0.556
C -1.8005 2.1211 5.1867 -0.630
C -2.2718 2.8734 4.1063 -0.778
C -2.4969 2.2505 2.8781 -0.588
C -4.3396 0.2391 0.9033 0.543
C -5.1941 0.7606 1.8796 -0.237
C -6.5716 0.7889 1.6519 -0.621
C -7.0918 0.2511 0.4715 -0.521
C -6.2388 -0.2860 -0.4974 -0.667
C -4.8628 -0.3021 -0.2783 -0.525
H -0.5847 3.1989 0.9623 0.644
H 1.7765 4.0507 -1.1938 0.048
H 3.4470 4.1688 -2.8652 0.252
H 4.8970 2.9477 -4.4977 0.332
H 4.2992 0.6047 -5.1705 0.322
H 2.1001 -0.3337 -4.5132 0.293
H 0.4601 1.1118 -3.2734 0.351
H -3.7705 -1.9367 2.8431 0.555
H -3.2501 -4.3609 3.0933 0.366
H -1.4800 -5.4111 1.6727 0.363
H -0.3146 -4.0408 -0.0725 0.504
H -0.8342 -1.6457 -0.2719 -0.309
H -1.9504 -0.9820 3.8041 0.444
H -1.2012 0.1447 5.8752 0.382
H -1.6247 2.5978 6.1514 0.334
H -2.4564 3.9439 4.2052 0.407
H -2.8083 2.8420 2.0119 0.426
H -4.7837 1.1747 2.7984 0.266
H -7.2220 1.2231 2.4098 0.391
H -8.1731 0.2161 0.3276 0.330
H -6.6388 -0.6987 -1.4231 0.391
H -4.1886 -0.6988 -1.0412 0.312
```

Results
Energy above the lowest of the compared OMol25 structures with the same formula, charge and spin (kJ/mol): 39.0
HOMO energy (eV): -1.116
Net charge: -2
Max |F| (hartree/bohr): 0.0854

Going through the records in order, we get Kohn-Sham gap values of 3.79; 7.77; 5.09 eV.